# 1
C6H6N2 | wB97M-V/def2-TZVPD

CARTESIAN COORDINATES (ANGSTROEM)
C (-2.075, 0.796, 1.840)
C (-1.166, 0.875, 1.044)
C (-0.120, 0.751, 0.117)
C (0.530, 1.676, -0.623)
N (1.521, 1.043, -1.300)
N (1.523, -0.269, -1.165)
C (0.620, -0.636, -0.331)
C (0.083, -1.980, 0.034)
H (-2.694, 0.633, 2.655)
H (0.269, 2.656, -0.528)
H (1.902, 1.211, -2.196)
H (0.173, -2.617, -0.764)
H (0.382, -2.206, 1.067)
H (-0.946, -1.934, 0.149)

Forces on atoms 1 to 6 (eV/Å):
C 1.6058 0.0545 -1.1880
C -0.8955 -0.3312 0.7075
C 1.8116 -3.4490 -1.1138
C -0.3004 -2.6307 0.7995
N 0.4090 0.9291 -0.4951
N 0.0195 -2.5377 0.2647

Computed properties:
SMILES: C#Cc1c[nH]nc1C

=====

# 2
C22H19N8O2S4Zn | wB97M-V/def2-TZVPD

CARTESIAN COORDINATES (ANGSTROEM)
Zn (1.156, 0.240, -0.518)
N (1.681, -1.541, 3.261)
C (0.308, -1.714, 3.387)
C (-0.273, -1.253, 2.270)
N (0.712, -0.938, 1.330)
C (1.861, -1.166, 1.956)
C (3.114, -0.841, 1.238)
N (3.040, -0.429, -0.029)
C (4.339, -0.154, -0.393)
C (5.188, -0.327, 0.625)
N (4.392, -0.751, 1.703)
H (2.428, -1.892, 3.867)
H (-0.114, -2.051, 4.313)
H (-1.307, -1.066, 2.038)
H (4.592, 0.088, -1.421)
H (6.225, -0.089, 0.678)
H (4.691, -0.769, 2.661)
N (1.846, 2.472, -6.443)
C (1.520, 1.796, -5.568)
C (0.840, 0.949, -4.685)
C (-0.114, 0.009, -5.193)
C (-0.778, -0.771, -4.224)
C (-0.293, -0.731, -2.917)
N (0.586, 0.231, -2.454)
C (1.139, 1.067, -3.331)
H (-0.278, 0.133, -6.268)
H (-1.660, -1.422, -4.370)
H (-0.686, -1.408, -2.210)
H (1.857, 1.784, -2.976)
S (0.176, -4.003, -0.844)
C (-1.231, -4.292, -0.070)
N (-1.480, -5.341, 0.733)
C (-2.884, -5.633, 1.103)
C (-3.710, -4.428, 0.735)
S (-2.663, -3.290, -0.159)
H (-0.772, -6.079, 0.682)
H (-2.886, -5.838, 2.159)
H (-3.221, -6.532, 0.546)
H (-4.082, -3.919, 1.623)
H (-4.562, -4.589, 0.040)
O (-1.940, 2.219, -1.331)
S (-1.504, 1.950, 0.006)
O (-2.011, 0.781, 0.740)
N (0.143, 1.895, 0.129)
C (0.693, 3.085, 0.694)
S (2.317, 3.196, 1.042)
C (-0.379, 3.971, 1.122)
C (-0.208, 5.190, 1.836)
C (-1.295, 6.007, 2.015)
C (-2.545, 5.521, 1.800)
C (-2.769, 4.347, 1.019)
C (-1.669, 3.516, 0.779)
H (0.774, 5.458, 2.191)
H (-1.156, 7.053, 2.314)
H (-3.400, 6.084, 2.169)
H (-3.749, 4.211, 0.597)

Forces on atoms 1 to 6 (eV/Å):
Zn -0.4558 0.3177 1.0868
N 0.2352 -0.6729 -1.4998
C 0.5574 0.3184 1.3886
C 0.1662 0.2836 -1.5552
N 0.5480 -0.2867 1.0316
C 0.3020 0.7919 -0.1751

Computed properties:
Net charge: +1

=====

# 3
C4H8OS2 | wB97M-V/def2-TZVPD

CARTESIAN COORDINATES (ANGSTROEM)
C (0.099, 2.053, 1.204)
C (0.410, 0.960, 1.880)
C (0.518, -0.078, 2.635)
H (0.758, 2.273, 0.394)
H (-0.897, 2.563, 1.410)
H (1.099, -0.010, 3.646)
H (0.179, -1.010, 2.468)
C (-1.431, -0.334, -1.970)
S (0.248, 0.526, -2.014)
S (1.074, -0.752, -0.677)
O (1.854, -2.002, -1.574)
H (-1.289, -1.263, -2.450)
H (-2.065, 0.177, -2.643)
H (-1.775, -0.341, -0.817)
H (1.217, -2.762, -1.491)

Forces on atoms 1 to 6 (eV/Å):
C -0.8597 -1.1910 1.0424
C -1.3457 1.4433 -0.3784
C 2.7489 2.3699 3.4522
H 0.0314 0.7787 -0.4729
H 1.6468 -0.5257 -0.4140
H -1.0111 0.1355 -1.9049

Computed properties:
SMILES: C=C=C.CSSO

=====

# 4
C3H4HgMgO3 | wB97M-V/def2-TZVPD

CARTESIAN COORDINATES (ANGSTROEM)
O (-2.122, 0.358, 1.074)
C (-1.639, 1.472, 0.921)
C (-0.317, 1.735, 0.302)
Hg (-1.647, -1.811, 0.529)
H (-0.479, 1.692, -0.795)
H (0.421, 1.058, 0.759)
H (0.008, 2.752, 0.574)
O (0.620, -2.039, -0.297)
C (1.281, -1.769, -1.281)
Mg (3.611, -3.611, -1.525)
O (2.402, -2.174, -1.662)
H (-2.138, 2.337, 1.401)

Forces on atoms 1 to 6 (eV/Å):
O -0.3545 0.5734 -0.0864
C 0.3808 0.0313 1.0717
C -0.0842 0.7067 0.0797
Hg -0.7128 -0.1368 0.1838
H 0.6153 -0.2274 0.4916
H -0.2139 -0.1421 -0.7336

Computed properties:
Net charge: +2
2S+1: 3

=====

# 5
C6H11NO | wB97M-V/def2-TZVPD

CARTESIAN COORDINATES (ANGSTROEM)
O (3.521, 0.352, 0.093)
C (2.323, 0.266, 0.129)
C (1.531, -0.072, -1.112)
C (0.164, -0.751, -0.974)
C (-0.468, -0.281, 0.365)
C (-0.246, -1.121, 1.455)
C (-2.069, 1.446, 0.127)
N (-0.723, 1.018, 0.436)
H (1.770, 0.565, 1.040)
H (2.225, -0.575, -1.784)
H (1.389, 0.889, -1.617)
H (-0.519, -0.443, -1.753)
H (0.352, -1.823, -0.909)
H (-0.645, -0.848, 2.432)
H (0.094, -2.139, 1.327)
H (-2.451, 1.178, -0.881)
H (-2.097, 2.526, 0.115)
H (-2.824, 1.008, 0.779)
H (-1.327, -1.193, 0.733)

Forces on atoms 1 to 6 (eV/Å):
O 0.3192 -0.1612 0.1668
C -0.2153 0.3939 -0.2020
C 0.0345 0.6144 -0.4945
C -0.0667 -0.5577 1.2199
C 3.2963 3.5890 -2.5868
C -2.6194 -1.5369 0.5321

=====

# 6
C18H18ClIrN3O9P2S2 | wB97M-V/def2-TZVPD

CARTESIAN COORDINATES (ANGSTROEM)
Ir (0.575, -0.805, 0.487)
O (3.475, 0.249, 2.098)
P (2.700, -0.908, 2.876)
O (3.507, -1.702, 3.790)
O (1.914, -1.682, 1.790)
O (1.559, -0.082, 3.725)
P (0.610, 1.094, 3.206)
O (1.641, 2.237, 2.694)
O (-0.287, 1.607, 4.241)
O (-0.027, 0.534, 1.922)
H (3.164, 1.146, 2.299)
H (1.644, 2.971, 3.321)
O (4.603, -0.787, -1.609)
C (4.161, -0.086, -2.667)
C (5.100, 0.161, -3.674)
C (4.757, 0.878, -4.796)
C (3.463, 1.378, -4.952)
C (2.532, 1.139, -3.969)
C (2.854, 0.406, -2.818)
C (1.809, 0.178, -1.806)
O (2.135, -0.593, -0.778)
N (0.633, 0.707, -1.953)
N (-0.240, 0.429, -0.889)
C (-1.380, 1.025, -0.969)
S (-1.721, 2.120, -2.279)
C (-3.480, 2.278, -1.854)
C (-3.626, 2.177, -0.349)
S (-2.609, 0.791, 0.221)
H (3.892, -0.882, -0.952)
H (6.100, -0.226, -3.532)
H (5.503, 1.057, -5.560)
H (3.194, 1.945, -5.833)
H (1.521, 1.513, -4.064)
H (-4.038, 1.488, -2.355)
H (-3.821, 3.243, -2.225)
H (-4.653, 1.963, -0.055)
H (-3.295, 3.087, 0.149)
N (-0.349, -3.019, -1.272)
C (0.141, -2.187, -0.629)
H (-0.717, -3.755, -1.831)
Cl (-6.369, -0.208, 2.529)
C (-4.760, -0.837, 2.372)
C (-4.507, -1.821, 1.427)
C (-3.214, -2.282, 1.280)
C (-2.167, -1.791, 2.077)
C (-0.832, -2.290, 1.889)
C (-2.469, -0.827, 3.056)
C (-3.752, -0.345, 3.196)
H (-5.311, -2.203, 0.814)
H (-3.005, -3.041, 0.535)
H (-0.790, -3.233, 1.360)
H (-0.098, -2.181, 2.677)
H (-1.694, -0.441, 3.704)
H (-3.975, 0.415, 3.933)

Forces on atoms 1 to 6 (eV/Å):
Ir 0.0072 0.2064 1.2850
O 0.0101 0.0355 0.0145
P -0.2305 -0.1168 -0.0775
O 0.0486 -0.0547 -0.1000
O -0.2896 -0.1515 -0.0083
O 0.2212 0.2656 0.0181

Computed properties:
2S+1: 2

=====

For each record above, in turn, the calculated energy above the lowest of the compared OMol25 structures with the same formula, charge and spin values are 64.7; 11.1; 75.9; 0.0; 123.2; 11.5 kcal/mol.